DFT (the ωB97M-V functional and the def2-TZVPD basis) results for a 6-piece molecular cluster, C48H67F3I3N5O6S overall in a non-equilibrium geometry.

Output
* 2S+1: 1
* SMILES: C#C[C@]1(CCCC(=O)OCC)[C@@H](/C(I)=C(/C)I)[C@@](I)(CCCCCCC)OS(=O)(=O)[C@]1(CCC(F)(F)F)OCCC.c1cc[nH]c1.c1cc[nH]c1.c1cc[nH]c1.c1cc[nH]c1.c1cc[nH]c1
* calculated total energy: -113872.814 eV
* gap between HOMO and LUMO: 7.1 eV
* lowest unoccupied orbital energy: -1.064 eV
* HOMO level: -0.299 Ha

```
133
Properties=species:S:1:pos:R:3:mulliken_charge:R:1
H -3.1225 -1.9098 5.8416 0.20
H -0.4308 9.0052 -1.7863 0.40
C 3.6370 -2.4760 -1.6008 -0.40
C 5.4581 -0.5085 -2.0710 -0.57
H 2.3983 -2.7424 -3.4244 0.57
H -4.6863 1.3210 1.2505 0.25
C -1.6122 -5.2468 1.1339 -0.92
H -1.2993 11.5716 -2.0075 0.39
H -3.7635 -4.2851 6.1163 0.29
O -0.1081 -2.9152 -2.7238 -0.44
H 5.9639 -7.2371 5.6274 0.40
N 1.9251 5.2919 2.2820 0.05
C 2.3164 5.8006 1.0718 -0.65
H 4.7294 -9.6206 6.0314 0.39
O -1.5041 -0.4249 -0.3268 -0.10
H 2.8801 5.1979 0.3748 0.46
C -1.2552 -2.2954 1.6313 -0.92
C 2.8230 6.5558 -7.1630 -0.40
H 1.5397 4.7520 -7.4957 0.38
H 3.4876 -3.7539 3.6820 0.43
F -5.3822 -3.8067 -2.1359 -0.22
H 6.8611 1.0733 -4.5773 0.39
H -3.1449 -6.5439 2.1319 0.44
I 1.8215 -5.7077 0.1524 -0.07
H 0.8450 6.0459 3.9625 0.40
H 5.8361 -0.4661 -4.8193 0.21
H -2.6108 12.1184 0.3053 0.39
C -4.0969 -3.8751 5.0729 -0.29
C 0.9103 -2.4283 -1.8106 -0.87
C -2.1321 0.7313 -0.8926 0.07
H -7.6366 -0.6265 3.5324 0.44
H -5.1683 -4.2758 4.9158 0.31
I 1.2846 -0.2766 -2.2999 0.14
C 3.5804 6.9027 -6.0175 -0.39
C 5.2297 0.8375 -2.9697 -0.28
C 5.2179 -7.6970 4.9951 -0.56
C 3.7038 -9.1340 4.1597 -0.53
C 1.2361 6.2506 2.9766 -0.58
C 4.5737 -8.9408 5.2058 -0.35
N 2.5501 4.9754 -5.6283 0.08
H -3.6294 -1.0941 0.5819 0.14
H -0.7752 -4.7240 -0.9970 0.57
C 4.7209 -7.1714 3.8266 -0.27
C -4.0578 -2.2406 5.2451 -0.47
C 0.5758 -2.5554 -0.2344 2.07
C 1.8645 7.0959 0.9897 -0.38
C -6.9970 0.1924 3.2376 -0.51
C 2.3019 -3.0991 -2.3110 -1.13
C -4.6418 -1.4601 -1.3885 -0.75
H -7.4318 1.8805 4.5624 0.41
H 2.2941 -4.2436 -2.3819 0.31
C -2.1307 11.1884 0.0356 -0.37
H -1.2749 -6.3094 0.7751 0.38
C 4.7645 1.4063 -5.5424 -0.78
C -1.4465 10.9032 -1.1712 -0.44
F -6.8955 -2.0602 -2.1703 -0.31
H -0.8977 -4.9769 1.9912 0.34
C -1.5294 2.0153 -0.0434 -0.54
F -6.3106 -2.9059 -0.0970 -0.22
C -2.0750 10.0578 0.8150 -0.51
H -0.2325 2.6621 -1.8825 0.18
H 5.7112 1.7767 -2.4779 0.38
H 2.7426 7.1178 -8.0826 0.38
C -0.2278 2.6775 -0.7329 -0.74
C -1.5028 -4.3035 -0.1836 -0.30
H 2.2351 4.1364 -5.1659 0.16
H -2.4663 9.8531 1.8009 0.36
C 2.2006 5.3600 -6.8956 -0.49
H 3.3935 -1.7890 -0.7015 0.14
H 3.6906 0.9996 -5.3958 0.16
H -3.2712 0.8338 -0.7736 -0.06
C -1.0362 -2.7806 0.0861 1.17
H -0.1726 3.7912 -0.3793 0.26
H 3.0281 -9.9468 3.9370 0.36
H 4.1941 7.7827 -5.8873 0.39
H -4.2657 -1.1785 -2.4347 0.48
C -5.7812 -2.6369 -1.4099 0.64
H -3.7973 -2.8711 0.1453 -0.34
S -1.6109 -2.1767 -2.5362 1.61
C -3.6460 -4.4634 2.7828 0.39
O -3.1141 -4.3771 4.1146 -0.29
C -1.5354 -1.8868 2.8637 -1.32
N -6.1149 0.0503 2.2039 0.17
H 2.1152 4.3577 2.6106 0.19
H -5.9866 -0.7874 1.6550 0.17
N -1.3861 9.0990 0.1207 0.01
H 0.7141 2.1277 -0.3279 0.10
H 3.8933 -4.6226 2.0590 0.29
N 3.7958 -8.0499 3.3273 0.08
C -5.8796 2.1230 2.9675 -0.62
H 4.2525 -3.3581 -1.1852 0.30
O -1.8321 -1.0405 -3.5496 -0.70
H -1.8804 0.9844 -1.9880 0.24
C -0.9946 9.6078 -1.0892 -0.45
H -1.3363 1.6341 1.0445 0.21
C -1.9701 -1.7074 -0.7753 0.57
C -3.5036 -1.8532 -0.2997 0.13
H 4.7472 2.5436 -5.2795 0.15
C -5.4315 1.2257 2.0274 -0.18
H -4.0674 -1.8009 4.1649 -0.07
H 3.9587 -1.2544 -3.5672 0.23
H -3.8612 -5.5626 0.7258 0.26
H 3.7904 5.7842 -4.0897 0.40
H 0.7695 -1.4721 0.1633 0.58
H 4.9440 -6.2500 3.3097 0.33
C 3.3954 5.9080 -5.0876 -0.51
O -2.6123 -3.2529 -3.0002 -0.71
C -6.8712 1.4669 3.7362 -0.51
H -5.5310 3.1389 3.0880 0.41
H 5.2035 -0.3066 -0.9567 0.30
H -2.5532 -4.3911 -0.6924 0.33
H 2.0115 7.7645 0.1532 0.46
H 5.3463 -2.5186 -3.1091 0.26
C -3.1651 -5.4844 1.6358 -0.61
H -5.2173 -0.5204 -0.9955 0.34
H -1.6156 -1.5351 3.9548 0.26
H -5.0497 -1.8604 5.7278 0.32
H -1.1959 8.1642 0.4495 0.23
I 1.9879 -1.2037 2.7754 0.00
C 2.1179 -3.1851 1.8761 0.12
C 5.7788 0.6478 -4.5016 -0.47
O -4.6369 -3.6791 2.4810 -0.54
H 5.1158 1.3280 -6.6392 0.35
H 6.5736 -0.8090 -2.1728 0.31
C 1.4605 -3.5709 0.6265 -1.72
H 0.7003 8.3114 2.4667 0.51
H -2.3683 2.7980 0.0429 0.43
H 2.4206 -5.1754 3.0547 0.32
C 3.0347 -4.2378 2.7380 -1.07
C 1.1803 7.3812 2.1969 -0.47
H 4.0724 0.9781 -3.0606 -0.12
C 4.5962 -1.7318 -2.7117 -0.37
H 3.2655 -7.9195 2.4784 0.17
```